# 1
The following is a DFT calculation (ωB97M-V/def2-TZVPD) of 2 unconnected molecules or ions with the total composition C4H5NO.

Geometry (Å):
N (1.7674, -0.2705, 0.0010)
C (0.7425, 0.0796, 0.7756)
C (-0.2085, 1.1099, 0.4285)
C (-1.1606, 0.3797, -0.2231)
C (-0.7685, -1.0073, -0.1373)
O (0.0628, -1.0843, 0.9911)
H (0.7637, -0.8368, -0.8060)
H (2.1945, 0.5455, -0.4388)
H (-0.0244, 2.1743, 0.3903)
H (-1.9712, 0.7581, -0.8340)
H (-1.4513, -1.8434, -0.2564)

Forces on atoms 1 to 3 (eV/Å):
-0.1 0.2 0.0
0.1 0.1 -0.3
0.0 0.0 0.0

The spin multiplicity is 1. Its energy relative to the best compared isomer or geometry (same formula, charge and spin) is 109.2 kcal/mol. The calculation puts the orbital gap at 8.878 eV. The HOMO energy comes out at -8.58 eV.


# 2
The following is a DFT calculation (ωB97M-V/def2-TZVPD) of a single C4H5NO molecule in a non-equilibrium geometry.

Geometry (Å):
N (0.8205, -0.0840, -1.5704)
C (1.3126, -0.5756, -0.5116)
O (0.9061, -0.2139, 0.7290)
C (-0.1743, 0.7335, 0.7695)
C (-1.4877, 0.0988, 0.4721)
C (-2.4908, -0.3705, -0.1721)
H (1.2666, -0.4762, -2.3996)
H (2.1058, -1.3277, -0.4121)
H (-0.0028, 1.5246, 0.0321)
H (-0.1528, 1.1490, 1.7816)
H (-2.1032, -0.4580, 1.2816)

Forces on atoms 1 to 3 (eV/Å):
0.4 -0.3 0.5
-0.1 0.1 -0.2
-0.2 0.1 -0.3

The spin multiplicity is 1. Its energy relative to the best compared isomer or geometry (same formula, charge and spin) is 100.5 kcal/mol. The calculation puts the orbital gap at 11.237 eV. The HOMO energy comes out at -10.56 eV.


# 3
The following is a DFT calculation (ωB97M-V/def2-TZVPD) of a single C4H5NO molecule in a non-equilibrium geometry.

Geometry (Å):
C (1.0361, -1.5082, 0.0835)
C (1.2251, -0.2488, 0.2367)
C (-0.8674, 0.8227, 0.0940)
C (-1.5235, -0.3543, 0.1215)
N (0.5118, 0.8805, 0.1918)
O (-2.7777, -0.3616, 0.1214)
H (-1.2098, -1.2326, 0.5968)
H (2.2195, -0.1361, 0.5427)
H (-1.4894, 1.6832, -0.1244)
H (0.9579, 1.7309, 0.5329)
H (-3.0707, 0.4081, -0.2587)

Forces on atoms 1 to 3 (eV/Å):
-0.4 -2.1 -0.3
-0.4 0.8 0.2
-0.3 -1.4 -0.4

The spin multiplicity is 1. Its energy relative to the best compared isomer or geometry (same formula, charge and spin) is 137.4 kcal/mol. The calculation puts the orbital gap at 7.641 eV. The HOMO energy comes out at -7.65 eV.


# 4
The following is a DFT calculation (ωB97M-V/def2-TZVPD) of a single C4H5NO molecule.

Geometry (Å):
O (1.4256, 0.3311, 1.6390)
C (0.6930, 0.1665, 0.6864)
C (1.1091, -0.5286, -0.5937)
C (-1.2918, 1.0617, -0.7713)
N (-1.6558, 0.0057, -0.1414)
C (-0.7008, 0.6959, 0.6624)
H (2.1856, -0.6872, -0.6105)
H (0.5881, -1.4867, -0.7164)
H (0.8106, 0.1006, -1.4445)
H (-2.1108, -0.8903, -0.2513)
H (-1.0530, 1.2312, 1.5413)

Forces on atoms 1 to 3 (eV/Å):
-0.3 0.0 -0.4
0.1 0.1 0.1
0.1 0.1 -0.1

The spin multiplicity is 1. Its energy relative to the best compared isomer or geometry (same formula, charge and spin) is 75.8 kcal/mol. The calculation puts the orbital gap at 10.483 eV. The HOMO energy comes out at -9.79 eV.


Question: Which formula does entry 2 have?
Answer: C4H5NO


Repeat the first record exactly.
The following is a DFT calculation (ωB97M-V/def2-TZVPD) of 2 unconnected molecules or ions with the total composition C4H5NO.

Geometry (Å):
N (1.7674, -0.2705, 0.0010)
C (0.7425, 0.0796, 0.7756)
C (-0.2085, 1.1099, 0.4285)
C (-1.1606, 0.3797, -0.2231)
C (-0.7685, -1.0073, -0.1373)
O (0.0628, -1.0843, 0.9911)
H (0.7637, -0.8368, -0.8060)
H (2.1945, 0.5455, -0.4388)
H (-0.0244, 2.1743, 0.3903)
H (-1.9712, 0.7581, -0.8340)
H (-1.4513, -1.8434, -0.2564)

Forces on atoms 1 to 3 (eV/Å):
-0.1 0.2 0.0
0.1 0.1 -0.3
0.0 0.0 0.0

The spin multiplicity is 1. Its energy relative to the best compared isomer or geometry (same formula, charge and spin) is 109.2 kcal/mol. The calculation puts the orbital gap at 8.878 eV. The HOMO energy comes out at -8.58 eV.


Question: Which formula does entry 3 have?
Answer: C4H5NO